[1]
Here is an isolated molecule of C4H5NO2 from the Open Molecules 2025 dataset. Energies are from ωB97M-V with the def2-TZVPD basis set.

Each line ends with the Mulliken charge.
Element x y z (Å)
C: -1.111 1.725 0.538  -0.27
N: -0.520 0.604 0.501  -0.35
C: 0.841 0.597 0.174  0.10
C: 1.422 -0.511 -0.289  -0.39
O: 0.840 -1.731 -0.419  -0.34
C: -0.527 -1.930 -0.425  0.21
O: -1.247 -1.653 -1.329  -0.43
H: -2.180 1.750 0.739  0.26
H: -0.606 2.682 0.350  0.20
H: 1.433 1.508 0.263  0.32
H: 2.468 -0.543 -0.572  0.36
H: -0.812 -2.498 0.468  0.35

Output
**Energy**: -9812.1774 eV
**Structure (SMILES)**: C=N/C=C\OC=O
**ΔE to the lowest compared entry with this formula, charge and spin**: 206.2 kJ/mol

---

[2]
Here is C6H11P as an isolated structure in a non-equilibrium geometry from the Open Molecules 2025 dataset. Energies are from ωB97M-V with the def2-TZVPD basis set.

Each line ends with the Mulliken charge.
Element x y z (Å)
C: -0.352 0.954 -1.024  -0.16
C: -0.363 0.767 -2.311  -0.39
C: -0.444 -0.470 0.445  0.86
C: 0.790 -1.326 0.416  -1.34
C: -1.776 -1.154 0.436  -1.42
C: 1.326 1.725 1.071  -0.99
P: -0.450 1.347 0.689  -0.14
H: -0.238 1.597 -2.996  0.26
H: -0.460 -0.208 -2.770  0.26
H: 0.496 -2.374 0.425  0.42
H: 1.423 -1.144 1.286  0.29
H: 1.395 -1.163 -0.477  0.33
H: -1.902 -1.728 1.358  0.38
H: -1.871 -1.848 -0.402  0.33
H: -2.583 -0.425 0.377  0.38
H: 1.511 1.494 2.118  0.32
H: 1.490 2.792 0.920  0.34
H: 2.006 1.162 0.439  0.29

Output
**Energy**: -15685.8966 eV
**ΔE to the lowest compared entry with this formula, charge and spin**: 187.8 kJ/mol

---

[3]
Here is a 3-piece molecular cluster, C27H33Br2N4O9PS overall in a non-equilibrium geometry from the Open Molecules 2025 dataset. Energies are from ωB97M-V with the def2-TZVPD basis set.

Each line ends with the Mulliken charge.
Element x y z (Å)
C: -3.764 -2.446 1.337  -0.80
C: -3.982 -1.007 2.012  0.37
Br: -5.758 -0.105 1.998  -0.17
C: -2.922 -0.287 2.652  -0.84
Br: -3.267 1.509 3.468  -0.15
C: -1.457 -0.876 2.704  0.05
C: -1.164 -2.186 3.522  0.71
N: -2.239 -2.929 4.248  -0.68
C: 0.265 -2.833 3.615  -0.93
C: 1.402 -2.097 2.871  -0.27
C: 2.879 -2.752 2.948  -0.59
C: 2.927 -4.237 2.361  0.47
O: 2.994 -5.192 3.200  -0.61
N: 2.946 -4.593 0.942  -0.10
C: 2.235 -3.590 0.085  -0.59
C: 2.219 -5.897 0.707  -0.81
C: 1.111 -0.771 2.082  0.80
C: -0.291 -0.130 1.945  -0.31
N: -0.634 1.102 1.225  0.67
C: 0.158 1.319 0.004  -0.31
C: -0.504 2.018 -1.242  0.37
C: -2.056 2.449 -1.135  -0.37
C: -2.702 3.013 -2.490  -0.05
O: -4.133 2.685 -2.604  -0.58
C: 0.358 2.293 -2.550  -0.59
C: 1.861 1.880 -2.682  0.21
P: 2.954 2.163 -4.191  0.18
N: 3.949 3.591 -3.750  -0.68
O: 2.016 2.536 -5.591  -0.46
C: 2.506 1.193 -1.452  -1.01
C: 1.672 0.948 -0.176  0.86
S: 2.524 0.120 1.243  -0.29
H: -2.880 -2.352 0.614  0.22
H: -4.733 -2.739 0.784  0.34
H: -3.600 -3.282 2.116  0.25
H: -2.947 -2.220 4.497  0.36
H: -1.759 -3.224 5.124  0.30
H: 0.401 -3.799 4.220  0.29
H: 3.179 -2.763 4.060  0.38
H: 3.669 -2.128 2.405  0.30
H: 2.702 -2.545 0.245  0.07
H: 1.156 -3.497 0.500  0.25
H: 2.149 -3.879 -1.013  0.36
H: 2.749 -6.785 1.209  0.27
H: 1.115 -5.853 0.998  0.29
H: 2.249 -6.101 -0.426  0.31
H: -0.642 1.933 1.844  0.31
H: -2.700 1.563 -0.785  0.17
H: -2.149 3.287 -0.347  0.25
H: -2.644 4.153 -2.456  0.33
H: -2.224 2.623 -3.447  -0.17
H: -4.243 1.710 -2.466  0.32
H: -0.079 2.831 -3.471  0.11
H: 3.291 4.309 -3.378  0.31
H: 4.496 3.302 -2.911  0.32
H: 2.378 1.942 -6.293  0.36
H: 3.604 0.873 -1.470  0.20
O: 0.995 3.120 2.255  -0.45
C: 1.701 3.101 3.222  0.49
O: 2.537 4.112 3.582  -0.35
C: 3.019 3.812 4.884  -0.38
C: 2.868 2.323 4.965  -0.33
O: 1.771 2.066 4.102  -0.12
H: 4.055 4.133 4.999  0.30
H: 2.401 4.336 5.619  0.27
H: 3.747 1.792 4.588  0.24
H: 2.655 1.980 5.978  0.29
O: -1.643 0.412 -3.878  -0.42
C: -2.267 0.450 -4.900  0.62
O: -3.225 -0.452 -5.250  -0.32
C: -3.879 0.060 -6.404  -0.36
C: -2.851 0.976 -6.996  -0.32
O: -2.108 1.400 -5.861  -0.31
H: -4.159 -0.747 -7.082  0.29
H: -4.783 0.592 -6.091  0.27
H: -2.178 0.460 -7.686  0.29
H: -3.298 1.829 -7.508  0.29

Output
**Energy**: -213121.5280 eV
**Structure (SMILES)**: C/C(Br)=C(/Br)c1c(N)cc(CC(=O)N(C)C)c2c1Nc1c(CCO)cc(P(N)O)cc1S2.O=C1OCCO1.O=C1OCCO1

---

[4]
Here is an isolated molecule of C6H9Cl in a non-equilibrium geometry from the Open Molecules 2025 dataset. Energies are from ωB97M-V with the def2-TZVPD basis set.

Each line ends with the Mulliken charge.
Element x y z (Å)
C: 0.067 0.501 -1.594  -0.81
C: 0.098 0.230 -0.322  0.47
C: 1.108 -0.517 0.466  -1.19
C: -1.275 0.327 0.617  0.28
C: -2.055 -0.717 0.458  -0.84
C: -1.414 1.552 1.521  -0.46
Cl: -0.838 3.060 0.664  -0.20
H: 0.912 0.474 -2.237  0.32
H: -0.787 0.860 -2.148  0.27
H: 1.884 -0.099 1.164  0.25
H: 1.712 -0.988 -0.255  0.42
H: 0.475 -1.272 0.848  0.33
H: -3.043 -0.740 0.962  0.26
H: -1.837 -1.536 -0.197  0.33
H: -0.661 1.472 2.312  0.23
H: -2.468 1.779 1.886  0.35

Output
**Energy**: -18888.0669 eV
**Structure (SMILES)**: C=C(C)C(=C)CCl
**ΔE to the lowest compared entry with this formula, charge and spin**: 130.2 kJ/mol